No. 1
{"formula": "C5H14", "method": "ωB97M-V/def2-TZVPD", "elements": ["C", "C", "C", "H", "H", "H", "H", "H", "H", "H", "H", "C", "C", "H", "H", "H", "H", "H", "H"], "positions_angstrom": [[-1.26, -1.74, -1.38], [-0.99, -0.95, -0.08], [-2.25, -0.20, 0.37], [-0.37, -1.78, -2.02], [-2.00, -1.22, -1.99], [-1.57, -2.77, -1.22], [-0.63, -1.63, 0.70], [-0.17, -0.28, -0.31], [-3.05, -0.93, 0.51], [-2.04, 0.34, 1.29], [-2.48, 0.51, -0.42], [1.93, 0.84, 1.16], [2.24, 1.80, 0.00], [1.50, -0.06, 0.75], [2.86, 0.58, 1.66], [1.27, 1.31, 1.89], [2.50, 1.28, -0.93], [3.11, 2.41, 0.24], [1.41, 2.48, -0.21]], "gap_ev": 12.490, "smiles": "CCC.CC", "e_lumo_ha": 0.040, "e_homo_ev": -11.4, "mol_weight_da": 74.17, "energy_ev": -5411.8044, "de_lowest_kcal_mol": 5.7}


No. 2
{"formula": "C5H14", "method": "ωB97M-V/def2-TZVPD", "elements": ["C", "C", "C", "H", "H", "H", "H", "H", "H", "H", "H", "C", "C", "H", "H", "H", "H", "H", "H"], "positions_angstrom": [[-0.69, -2.49, -1.54], [-0.22, -1.34, -0.63], [-0.87, -1.54, 0.80], [-1.75, -2.49, -1.95], [-0.51, -3.31, -0.86], [-0.04, -2.57, -2.38], [0.92, -1.27, -0.37], [-0.42, -0.28, -0.84], [-1.67, -0.88, 1.08], [-1.41, -2.36, 0.98], [-0.08, -1.67, 1.64], [0.21, 2.85, 0.19], [1.49, 2.23, 0.90], [-0.27, 2.12, -0.39], [-0.60, 3.18, 0.88], [0.47, 3.61, -0.53], [2.07, 1.77, 0.05], [1.25, 1.43, 1.53], [2.11, 3.02, 1.42]], "gap_ev": 12.363, "smiles": "CCC.CC", "e_lumo_ha": 0.041, "e_homo_ev": -11.2, "mol_weight_da": 74.17, "energy_ev": -5410.5514, "de_lowest_kcal_mol": 34.6}


No. 3
{"formula": "C5H14", "method": "ωB97M-V/def2-TZVPD", "elements": ["C", "C", "C", "H", "H", "H", "H", "H", "H", "H", "H", "C", "C", "H", "H", "H", "H", "H", "H"], "positions_angstrom": [[-2.10, -0.40, -0.71], [-1.15, -0.14, -1.94], [-0.55, 1.31, -1.80], [-2.17, 0.53, -0.11], [-1.46, -1.06, -0.08], [-3.10, -0.81, -0.89], [-0.30, -0.89, -1.92], [-1.56, -0.32, -2.94], [0.12, 1.58, -1.07], [-0.16, 1.35, -2.86], [-1.49, 2.03, -1.82], [2.10, 0.36, 1.91], [1.42, -1.02, 2.12], [3.07, 0.16, 1.49], [1.36, 0.88, 1.26], [2.18, 0.89, 2.85], [0.78, -1.39, 1.23], [2.05, -1.90, 2.13], [0.98, -1.16, 3.14]], "gap_ev": 11.849, "smiles": "CCC.CC", "e_lumo_ha": 0.041, "e_homo_ev": -10.7, "mol_weight_da": 74.17, "energy_ev": -5410.5682, "de_lowest_kcal_mol": 34.2}


No. 4
{"formula": "C5H14", "method": "ωB97M-V/def2-TZVPD", "elements": ["C", "C", "C", "H", "H", "H", "H", "H", "H", "H", "H", "C", "C", "H", "H", "H", "H", "H", "H"], "positions_angstrom": [[0.12, 1.58, -0.58], [0.71, 0.65, -1.64], [1.98, -0.08, -1.15], [0.23, 1.14, 0.41], [-0.97, 1.62, -0.59], [0.64, 2.54, -0.58], [-0.02, -0.06, -2.00], [1.05, 1.25, -2.48], [2.50, 0.50, -0.40], [1.64, -1.02, -0.72], [2.62, -0.32, -1.99], [-2.00, -0.66, 1.28], [-0.66, -1.32, 1.65], [-2.00, -0.35, 0.24], [-2.79, -1.38, 1.47], [-2.22, 0.23, 1.87], [-0.67, -2.39, 1.49], [-0.32, -1.06, 2.65], [0.15, -0.86, 1.08]], "gap_ev": 12.275, "smiles": "CCC.CC", "e_lumo_ha": 0.043, "e_homo_ev": -11.1, "mol_weight_da": 74.17, "energy_ev": -5411.6422, "de_lowest_kcal_mol": 9.4}


No. 5
{"formula": "C5H14", "method": "ωB97M-V/def2-TZVPD", "elements": ["C", "C", "C", "H", "H", "H", "H", "H", "H", "H", "H", "C", "C", "H", "H", "H", "H", "H", "H"], "positions_angstrom": [[-1.23, -1.42, 1.32], [-1.11, -1.48, -0.22], [-0.25, -2.68, -0.75], [-2.27, -1.59, 1.47], [-1.05, -0.43, 1.68], [-0.62, -2.13, 1.95], [-2.15, -1.53, -0.77], [-0.58, -0.44, -0.32], [-0.88, -3.03, -1.59], [0.73, -2.36, -0.98], [-0.20, -3.30, 0.02], [1.89, 2.40, 0.00], [0.49, 2.84, -0.37], [1.90, 1.30, -0.03], [2.81, 2.54, -0.60], [2.24, 2.74, 1.00], [-0.20, 1.90, -0.28], [0.34, 2.89, -1.46], [0.14, 3.79, -0.07]], "gap_ev": 11.877, "smiles": "CCC.CC", "e_lumo_ha": 0.039, "e_homo_ev": -10.8, "mol_weight_da": 74.17, "energy_ev": -5410.1043, "de_lowest_kcal_mol": 44.9}


No. 6
{"formula": "C5H14", "method": "ωB97M-V/def2-TZVPD", "elements": ["C", "C", "C", "H", "H", "H", "H", "H", "H", "H", "H", "C", "C", "H", "H", "H", "H", "H", "H"], "positions_angstrom": [[1.85, -1.65, -0.62], [0.87, -0.71, -1.38], [-0.51, -1.35, -1.80], [1.28, -2.36, -0.04], [2.48, -1.11, 0.03], [2.48, -2.22, -1.22], [0.65, 0.18, -0.72], [1.27, -0.39, -2.36], [-0.52, -2.20, -2.46], [-1.00, -1.73, -0.89], [-1.08, -0.54, -2.35], [-0.58, 1.42, 1.35], [-1.51, 2.19, 2.29], [-0.71, 0.36, 1.37], [-0.76, 1.63, 0.27], [0.43, 1.69, 1.57], [-2.64, 2.07, 2.22], [-1.42, 2.06, 3.37], [-1.21, 3.18, 2.17]], "gap_ev": 12.344, "smiles": "CCC.CC", "e_lumo_ha": 0.040, "e_homo_ev": -11.3, "mol_weight_da": 74.17, "energy_ev": -5411.2579, "de_lowest_kcal_mol": 18.3}


No. 7
{"formula": "C5H14", "method": "ωB97M-V/def2-TZVPD", "elements": ["C", "C", "C", "H", "H", "H", "H", "H", "H", "H", "H", "C", "C", "H", "H", "H", "H", "H", "H"], "positions_angstrom": [[-0.81, -0.19, -0.79], [-1.98, 0.80, -0.99], [-3.12, 0.80, 0.00], [-1.27, -1.13, -0.95], [-0.30, -0.17, 0.12], [-0.15, -0.10, -1.63], [-1.49, 1.85, -1.12], [-2.10, 0.82, -2.07], [-3.79, 0.05, -0.43], [-2.88, 0.67, 1.00], [-3.51, 1.81, -0.09], [2.87, -1.48, 0.88], [2.75, 0.08, 0.92], [2.55, -1.66, -0.10], [3.87, -1.65, 0.74], [2.50, -2.09, 1.59], [1.95, 0.27, 1.64], [2.63, 0.66, -0.04], [3.70, 0.62, 1.24]], "gap_ev": 11.588, "smiles": "CCC.CC", "e_lumo_ha": 0.041, "e_homo_ev": -10.5, "mol_weight_da": 74.17, "energy_ev": -5410.1572, "de_lowest_kcal_mol": 43.6}


No. 8
{"formula": "C5H14", "method": "ωB97M-V/def2-TZVPD", "elements": ["C", "C", "H", "H", "H", "H", "H", "H", "C", "C", "C", "H", "H", "H", "H", "H", "H", "H", "H"], "positions_angstrom": [[-1.22, 1.98, -0.69], [-0.80, 1.76, -2.17], [-0.43, 2.51, -0.24], [-2.18, 2.49, -0.57], [-1.19, 1.19, -0.06], [-0.71, 2.70, -2.75], [0.30, 1.46, -2.19], [-1.35, 1.06, -2.80], [1.01, -1.93, 0.75], [0.79, -1.63, 2.27], [0.52, -0.65, -0.03], [1.99, -2.39, 0.61], [0.27, -2.73, 0.38], [0.29, -0.66, 2.41], [0.64, 0.29, 0.52], [1.67, -1.75, 2.91], [0.02, -2.33, 2.61], [0.93, -0.52, -1.02], [-0.54, -0.86, 0.05]], "gap_ev": [11.753, 3.740], "e_lumo_ha": [-0.119, -0.410], "multiplicity": 2, "e_homo_ev": [-15.0, -14.9], "charge": 1, "mol_weight_da": 74.17, "s2": 0.753, "energy_ev": -5399.7333, "de_lowest_kcal_mol": 31.6}